No. 1
DFT (ωB97M-V/def2-TZVPD) results for a 4-piece molecular cluster, C31H60N3O8PS overall.

Structure (XYZ):
```
104
Properties=species:S:1:pos:R:3:forces:R:3:mulliken_charge:R:1
H 2.097738 -4.207657 4.117793 0.0 0.0 -0.1 0.08
H 3.474710 5.076129 0.790322 0.0 0.0 0.0 0.19
C 4.537830 -5.519954 5.735913 0.1 0.0 -0.1 -0.96
N -2.835478 -1.088065 -0.061261 -0.7 -0.6 1.2 0.33
H 2.016059 -2.449897 4.074860 0.0 0.0 0.0 0.29
C -2.120469 1.614314 -2.555392 0.5 -0.7 0.2 0.56
H -5.061748 4.234065 1.449668 -0.2 0.8 -0.4 0.23
C 0.013100 0.597560 -3.457174 -1.0 0.9 0.6 0.86
H -3.336371 3.146300 -0.332735 -0.1 0.2 -1.1 0.16
H 4.561781 -4.061917 3.471094 -0.1 0.0 0.0 0.32
C -2.158988 0.555795 -1.555529 1.8 0.2 -0.9 -0.27
C 1.347015 3.687474 -2.926692 0.0 0.1 1.3 -0.40
O -0.795438 -2.196169 0.328875 -0.3 0.3 -0.3 -0.51
C -5.290214 5.037274 0.702160 0.2 -0.4 0.4 -0.63
H -1.450805 0.056907 -5.703544 1.0 -0.4 0.1 0.17
H -2.379619 4.299527 -1.309409 -0.5 -0.8 -0.3 0.06
H -4.403481 5.729014 0.640715 -0.8 -0.6 0.0 0.28
H -1.915821 3.344528 -4.720348 0.8 -0.5 0.5 0.44
C 3.947003 -4.176587 6.130410 0.0 -0.1 0.0 -0.29
P 1.278480 -1.815315 -2.234481 -1.0 -1.3 1.6 0.12
H 2.338994 -3.362116 2.587361 0.0 0.0 0.0 0.30
H 4.215659 -6.295993 6.433254 0.0 0.1 0.0 0.38
C -0.869201 -5.843234 2.177673 0.1 0.1 -0.1 -0.62
C -0.474486 -0.463345 -5.923744 -0.6 -0.6 -1.4 -0.42
H 3.415701 7.631076 2.497410 0.0 -0.1 0.1 0.30
C -3.306038 2.631632 -2.537008 0.0 -0.9 0.4 -1.33
C -3.800693 -2.164232 -0.354761 -1.3 -1.0 0.4 -0.92
H -4.236529 2.007409 -2.403846 0.8 0.6 -0.1 0.31
H 4.412428 -2.317559 3.437478 0.1 0.0 0.2 0.35
H -4.158695 5.703975 -1.481725 -0.5 -0.9 0.2 0.44
O 1.852558 7.223343 1.203066 -0.1 0.1 -0.2 -0.43
H -0.566998 -0.808164 -6.992251 0.2 0.3 1.0 0.30
H 0.644655 -7.399120 0.520424 0.1 0.0 0.0 0.26
H -3.452585 3.153569 -3.518831 0.4 -0.4 1.0 0.56
C 1.137788 0.628799 -4.533412 0.5 -0.7 -0.2 -1.15
H -6.183655 5.625382 1.033968 0.7 -0.6 -0.4 0.25
C -1.013669 1.654843 -3.538068 -0.6 -1.5 1.9 0.05
O -4.118891 0.893982 -0.018445 -0.1 -0.4 -0.1 -0.55
O -5.550048 4.374634 -0.550810 0.6 1.3 0.0 -0.40
H -0.527549 4.175954 -1.894198 0.7 -0.3 0.7 -0.23
H -0.365651 -1.385317 -5.299148 0.0 0.8 -0.3 0.16
H -4.832108 -1.916537 0.016617 1.2 0.3 -0.1 0.28
H -0.089147 6.885647 1.647916 0.1 0.1 -0.2 0.37
C -1.447568 -1.413849 -0.289196 -0.9 2.0 -1.8 -0.61
C 0.191065 -7.863130 1.403062 0.1 0.1 0.0 -0.31
C 3.211391 7.067920 1.580531 0.0 -0.1 0.1 -0.32
H -2.266086 -3.861338 -1.407272 -0.7 0.0 -0.7 -0.16
C 0.478039 3.807349 -1.600270 1.1 -0.1 -0.5 -0.08
H 0.982981 5.586714 2.125965 0.0 0.0 0.1 0.25
H -0.313048 -5.802313 3.120773 0.1 0.0 0.0 0.28
N -3.919803 -2.509947 -1.785264 0.9 -0.2 0.3 -0.30
O 4.359413 -3.106161 5.296045 0.1 0.2 0.1 -0.43
H -0.195351 -3.910650 1.508668 0.0 -0.1 0.0 0.48
C -0.242234 -4.930877 1.137843 0.1 -0.3 0.1 -0.91
C -1.104745 -0.463142 -1.474858 0.2 1.6 -1.0 0.38
H 1.925308 2.733757 -2.868790 -0.5 0.6 -0.4 0.09
S 0.429298 3.946197 -4.491754 0.4 0.1 0.1 -0.23
H -3.701372 -1.712296 -2.384849 -0.2 -0.2 0.4 0.32
H 3.060843 -0.318207 -2.297719 0.0 0.2 0.6 0.32
H 2.111914 4.511344 -2.882603 -0.8 -0.7 -0.6 0.52
H -0.098457 -8.873263 1.105044 -0.2 0.1 0.0 0.35
N 2.706894 -1.000288 -1.619134 -0.6 0.0 -1.8 -0.68
H 3.804817 7.537094 0.792928 -0.2 0.0 0.0 0.33
H 4.702121 5.560755 1.976621 0.0 0.0 0.0 0.39
H 5.629659 -5.472856 5.741709 -0.1 0.0 0.0 0.28
C -3.210494 0.248399 -0.442743 2.1 -1.0 -1.8 -0.11
H -2.498733 -3.379065 -3.119740 -0.5 -0.4 0.7 0.23
C 4.027591 -3.217996 3.921157 -0.1 -0.1 0.0 -0.51
C -4.526067 4.636919 -1.505081 0.6 -0.6 -0.4 -0.88
H 0.147728 6.845556 4.108035 0.0 0.0 -0.1 0.40
H 1.908742 -0.174448 -4.354056 -0.9 0.7 0.1 0.35
H -1.876858 -5.485870 2.399034 0.0 -0.2 0.0 0.37
H 1.699614 1.592175 -4.572226 -0.8 -0.6 0.1 0.33
H 4.281443 -3.926513 7.138879 0.0 0.2 -0.1 0.34
C 2.534573 -3.317701 3.660761 -0.1 0.0 0.1 -0.64
H 0.741754 -8.456745 3.404372 0.0 0.0 -0.1 0.29
C -3.282588 3.640686 -1.338186 -0.4 1.2 -0.2 0.41
H 0.792623 8.359189 3.438816 0.0 -0.1 0.0 0.29
C 0.933284 7.276448 3.483996 0.1 0.1 0.0 -1.17
H 2.072821 -8.514058 2.232300 0.0 0.0 0.0 0.40
H -3.521395 -3.110168 0.185876 0.0 1.0 -0.4 0.40
H 2.853747 -4.226174 6.171016 0.0 -0.1 0.0 0.30
O 1.611187 -2.478436 -3.770260 0.8 1.6 1.1 -0.47
H 2.437106 -0.544121 -0.743896 0.2 -0.2 -0.3 0.32
H -3.678578 -4.564497 -2.374135 0.7 0.8 0.2 0.24
H 3.083229 5.100783 2.506483 0.1 0.0 0.0 0.27
H 2.569595 -2.663595 -3.742568 -0.4 -0.1 -0.3 0.35
C 1.189747 -7.953096 2.544695 0.0 0.1 0.1 -0.73
C -0.978073 2.753531 -4.624759 0.1 -1.3 -0.2 -0.93
C -0.008854 -0.452815 -2.423316 -0.8 1.6 -1.1 1.00
C 3.641625 5.617955 1.724490 -0.1 -0.1 0.0 -0.93
H -0.828052 -4.943215 0.215468 0.0 0.1 0.1 0.27
C 0.887742 6.677293 2.088403 0.0 0.0 0.1 -0.22
H -4.971124 4.490919 -2.521675 0.2 0.0 0.8 0.34
H 0.482035 2.805647 -1.107961 -0.6 0.8 -0.3 0.08
H -0.847078 2.220754 -5.608927 0.1 0.6 0.9 0.40
H 4.229262 -5.823292 4.734177 -0.1 0.0 0.0 0.18
H 0.773604 -5.240375 0.883421 0.0 0.0 0.0 0.28
O -1.007781 -7.189624 1.748213 -0.2 -0.2 0.0 -0.44
H 1.519631 -6.967494 2.878460 0.1 0.0 -0.1 -0.01
H 1.889007 7.091497 3.976641 0.0 -0.1 0.0 0.28
O 0.656689 0.409712 -5.888588 -0.7 -0.1 1.2 -0.42
C -3.050888 -3.651651 -2.184057 0.3 0.1 -0.3 -0.17
H 1.019983 4.502718 -0.904162 -0.8 -0.4 -0.6 0.23
```
Forces are in eV/Å.

Values from the calculation:
HOMO energy = -8.5 eV
E = -74089.8797 eV
Largest force on an atom = 3.0 eV/Å
SMILES = CCSCc1c(CCCOC)c2c(c(P(N)O)c1COC)C(=O)N(CNC)C2=O.CCOCC.CCOCC.CCOCC

=====

No. 2
DFT (ωB97M-V/def2-TZVPD) results for a 8-piece molecular cluster, C31H61N2O12P2S overall.

Structure (XYZ):
```
109
Properties=species:S:1:pos:R:3:forces:R:3:mulliken_charge:R:1
H -0.644973 4.165557 -1.438342 -0.1 0.1 -0.1 0.12
H 3.422082 2.264788 -3.041236 0.0 0.0 0.1 0.24
C -1.631922 -0.375914 3.581106 -3.2 2.2 -3.7 -0.26
H -0.638824 2.271375 -4.079641 0.1 0.0 0.0 0.04
H -3.266179 3.173768 -0.247759 0.1 0.1 0.0 0.31
H -5.497092 -7.597943 5.452138 0.0 0.1 0.0 0.25
C -0.577933 -1.390809 4.261699 0.2 2.3 0.0 1.47
O -5.448106 -5.926874 4.225311 0.0 -0.4 -0.2 -0.35
O 0.006940 -5.390988 3.268183 -0.2 2.1 -1.1 -0.56
H -5.457723 2.296590 -8.565789 0.0 0.1 0.0 0.37
O -1.172620 2.993320 -5.928048 0.1 0.3 0.0 -0.45
H 1.336463 3.646094 -3.884366 -0.1 0.0 -0.1 0.19
O -1.983936 0.662596 4.243855 1.2 -3.2 -1.1 -0.70
S -4.096744 -2.471544 5.199228 4.3 0.8 0.8 -0.18
C -6.238317 4.345430 -8.615866 -0.3 0.0 -0.3 -0.54
C -1.036314 4.412857 -6.089748 -0.1 -0.1 -0.3 -0.43
H 4.752149 -0.000900 -5.795140 0.1 0.0 0.0 0.27
N -1.163859 -2.340740 5.257931 -5.0 1.1 -0.4 -0.66
O -0.672802 2.193153 -0.864727 -0.1 0.5 -0.2 -0.42
H 6.101886 1.659613 -3.630889 0.0 -0.1 0.0 0.30
C 5.273651 -0.511469 0.911392 0.1 0.2 -0.4 -0.53
C -5.515722 -5.894689 2.793540 -0.2 0.4 0.0 -0.36
C -5.290220 3.277314 -8.117317 0.0 -0.3 0.4 -0.61
C -4.898854 -8.080421 3.408396 -0.2 -0.4 0.0 -0.53
H 4.216717 -0.669006 -3.121943 0.0 0.1 0.1 0.29
P -0.608330 -4.076092 2.361215 -4.9 0.0 -0.6 0.82
C -4.715238 -7.078803 2.290204 0.4 0.1 -0.3 -0.38
H 5.451282 -1.313579 7.347496 0.0 -0.1 0.0 0.26
H -1.324667 -4.298820 0.274639 0.6 0.1 0.8 0.32
H -3.649001 3.607029 -9.494878 0.0 -0.1 0.0 0.25
C -0.072482 4.885311 -5.017904 -0.2 0.3 0.3 -0.58
N 0.411962 -0.526377 5.015251 -0.2 -1.3 -1.1 -0.50
H 5.387657 1.654481 -5.909894 -0.1 0.0 0.0 0.28
H -5.869470 -8.578164 3.305963 0.1 0.0 0.0 0.26
C 3.763570 -0.521463 1.049955 -0.4 -0.2 0.1 -0.37
H -0.809742 3.952404 1.362343 0.0 0.0 0.0 0.27
O -2.088807 -0.630894 2.292096 2.6 0.3 5.4 -0.69
H -3.148783 3.539788 -7.791358 0.0 0.1 -0.1 -0.02
H 0.021774 1.739650 1.045293 0.0 0.0 -0.1 0.09
H -2.561836 4.792843 -0.098053 0.0 0.0 0.0 0.38
C 4.672567 0.131771 3.092717 -0.3 0.3 0.1 0.08
O 3.579967 1.437191 -4.914219 0.3 -0.1 0.1 -0.37
H -5.381833 3.177281 -7.030815 0.0 0.0 -0.1 0.27
H 2.389851 0.846597 -3.320993 0.0 0.1 -0.1 0.31
C 5.721348 -0.669426 2.346491 0.2 -0.3 0.3 -0.67
C -2.448119 -2.240289 5.349291 0.5 -1.9 -1.4 0.45
C -2.327593 3.726930 -0.138255 -0.4 0.0 -0.2 -0.68
H -5.053223 -7.439141 1.316626 0.0 0.0 0.1 0.35
H 5.644927 -1.293092 0.245779 0.0 0.0 0.0 0.41
C 2.869022 -0.406002 7.659848 -0.1 0.3 -0.2 -0.51
O -4.077579 5.292551 -8.401723 -0.3 -0.2 0.0 -0.40
H 6.391290 -0.045487 -4.015164 -0.1 0.0 0.0 0.35
C 5.622941 0.726908 -3.947400 0.4 0.2 0.0 -0.64
C -0.154780 2.533446 -5.026086 -0.2 -0.4 0.2 -0.25
H 4.499333 -0.243159 4.104317 -0.1 0.1 -0.1 -0.30
O 2.802636 -1.026887 6.369148 0.6 -0.2 0.5 -0.21
H 0.406735 -1.436847 1.685835 -0.8 -0.5 0.6 0.00
O -0.426846 -4.335824 0.679039 0.3 -0.3 2.3 -0.56
C 4.882766 0.942231 -5.253046 -0.2 -0.1 -0.3 -0.53
H 1.858088 -0.234471 8.037074 0.0 0.0 -0.1 0.24
C -3.939227 3.866108 -8.470562 0.4 0.0 -0.2 -0.01
P 0.437148 -2.233940 2.884053 1.7 -0.4 0.4 -0.08
H -1.582481 1.104276 0.628283 0.1 0.0 0.2 0.09
H 6.738353 -0.318244 2.531782 -0.1 0.0 0.0 0.41
H 3.266209 0.057364 0.268121 -0.1 0.0 0.1 0.27
H 1.353984 -0.675931 4.602658 -0.8 0.1 0.9 0.13
C 3.378789 1.273017 -3.503837 -0.3 0.3 0.0 -0.41
H -1.908256 3.180224 -2.210302 0.1 -0.1 0.0 0.15
H -0.013788 -5.090980 4.211786 -0.1 -0.2 -1.0 0.37
H 0.320490 1.638268 -5.433997 -0.1 0.1 0.0 0.24
C 0.819572 3.676787 -4.845052 0.5 0.0 -0.1 -0.12
H 3.154923 -3.049611 6.359440 0.1 0.0 -0.1 0.27
H 0.393266 -0.814262 6.000342 0.3 0.1 -0.8 0.17
C 4.611979 -1.984248 7.561090 0.5 0.0 -0.1 -0.58
C -0.918162 1.968838 0.538213 -0.2 -0.6 0.1 0.00
H -7.221643 4.316478 -8.142956 0.1 0.0 0.0 0.34
H -5.667173 5.962958 -7.288328 -0.1 0.0 0.0 0.27
C 3.731423 -2.118536 6.334246 -0.3 -0.1 -0.2 -0.21
H -3.883780 -7.008546 4.996211 0.0 -0.1 0.0 0.26
H 4.950465 1.189618 3.155325 0.1 0.0 0.1 0.29
H -2.211184 3.033364 1.938458 0.1 -0.1 -0.1 0.36
H 3.016850 -2.088313 8.993529 0.0 0.1 0.0 0.28
H -6.570126 -5.975620 2.505606 0.0 0.0 -0.1 0.27
H 5.664625 -1.723346 2.638884 0.0 0.1 0.0 0.28
O 3.460966 0.041014 2.332070 0.4 -0.1 -0.1 -0.30
H 4.183497 -0.807009 9.361047 0.0 0.0 -0.1 0.34
C -4.901833 -7.186755 4.633047 0.2 0.4 0.2 -0.43
C -1.575079 3.223505 1.072626 0.2 0.2 0.4 -0.58
H -2.017133 4.887954 -6.011992 0.0 -0.1 -0.1 0.32
H 4.733322 0.554456 -1.949914 0.0 0.0 -0.1 -0.11
O -2.111783 -3.895965 2.628155 3.3 -1.1 -0.4 -0.54
H -0.615318 5.082231 -4.087260 0.0 0.0 -0.1 0.15
C -5.470824 5.616618 -8.308730 0.2 0.2 0.2 -0.42
H 1.572265 3.655486 -5.640051 0.0 -0.1 0.1 0.23
H -4.123380 -8.848084 3.443013 0.0 0.1 0.0 0.33
H 3.370053 -1.543763 1.031531 0.0 0.0 -0.1 0.24
H -3.658189 -6.806148 2.206229 -0.1 0.1 0.0 0.11
H 3.365984 0.562702 7.540680 0.0 0.0 0.1 0.29
H 0.465321 5.793059 -5.297977 -0.1 -0.1 0.0 0.38
H 4.301161 -2.087007 5.402644 -0.1 0.0 0.0 0.05
C 3.673440 -1.331822 8.551124 -0.2 -0.1 0.4 -0.57
C 4.494734 0.383240 -3.001083 -0.1 -0.4 0.2 0.00
H -0.636806 4.598381 -7.093172 0.0 0.1 0.0 0.27
H -5.706421 6.427048 -9.002905 0.1 0.0 0.0 0.26
H -6.375635 4.243922 -9.697676 0.0 0.0 0.1 0.25
H 5.605795 0.457322 0.522297 0.0 -0.1 0.0 0.22
C -1.382496 3.371387 -1.270635 0.3 -0.2 -0.1 -0.10
H 5.016148 -2.939265 7.901921 0.0 0.0 0.0 0.36
H -5.127183 -4.940983 2.429212 0.0 0.0 0.2 0.23
```
Forces are in eV/Å.

Values from the calculation:
HOMO energy = -4.5 eV
E = -90097.1280 eV
Total charge = -1
Largest force on an atom = 6.0 eV/Å

=====

The highest E belongs to which entry?
C31H60N3O8PS

=====

What is the formula in the first record?
C31H60N3O8PS